ORCA calculation (the ωB97M-V functional and the def2-TZVPD basis) on the molecule C5H10OP2 in a non-equilibrium geometry.

Last column: Mulliken charge in e.
Positions of all 18 atoms, in Å:
C (-1.082961, -0.299075, 0.401891)  -0.36
C (0.293461, -0.379150, 0.184954)  0.56
C (0.907905, -1.651449, -0.437927)  -1.52
C (-3.534005, 0.820183, 0.291188)  -0.88
C (2.979322, 0.609918, -0.336335)  -0.98
O (1.359554, 2.112924, 1.273875)  -0.66
P (-1.804448, 1.101446, -0.206694)  0.02
P (1.303345, 0.974968, 0.299728)  0.53
H (-1.704844, -1.183537, 0.707179)  0.26
H (0.272609, -2.422419, -0.135432)  0.46
H (1.799644, -1.981435, -0.042531)  0.50
H (0.896534, -1.604489, -1.538109)  0.28
H (-3.748732, -0.247496, -0.022758)  0.25
H (-4.244805, 1.525472, -0.301374)  0.30
H (-3.699134, 1.120215, 1.434297)  0.26
H (3.244118, -0.475161, -0.301560)  0.30
H (3.668722, 1.211616, 0.213139)  0.33
H (3.093716, 0.767463, -1.483533)  0.33

Force components x, y, z for each atom (eV/Å):
C -2.074 0.178 -0.467
C 2.860 -0.304 -0.256
C -1.893 1.848 -0.995
C -1.913 1.219 0.777
C -0.292 -1.314 -2.605
O -0.527 -0.705 -1.021
P 0.084 -0.272 0.187
P 0.745 -0.227 1.193
H 0.861 0.818 -0.104
H -1.487 -1.359 0.135
H 2.397 -0.087 0.611
H 0.208 -0.143 0.368
H -0.204 1.210 0.934
H 1.225 -1.271 0.924
H 0.197 -1.157 -2.411
H -0.285 0.866 0.563
H 0.478 0.373 0.231
H -0.378 0.327 1.936

The HOMO energy (spin up / spin down) is -0.280 / -0.280 Eh. Its frontier orbital gap (spin up / spin down) is 7.30 / 7.30 eV. The energy comes out at -954.369823 a.u. The LUMO energy (spin up / spin down) comes out at -0.331 / -0.330 eV. The energy relative to the best compared isomer or geometry (same formula, charge and spin) is 51.5 kcal/mol.

***

ORCA calculation (the ωB97M-V functional and the def2-TZVPD basis) on the ion C4H13N3 with charge +2 in a non-equilibrium geometry.

Last column: Mulliken charge in e.
Positions of all 20 atoms, in Å:
N (1.386416, -1.515453, -0.240733)  -0.47
C (0.603061, -0.473608, -0.555440)  0.57
C (1.053915, 0.689052, -1.107953)  -0.75
N (2.467709, 0.885093, -1.098059)  -0.37
C (-0.924707, -0.593871, -0.181760)  -0.81
C (-1.123633, 0.340285, 0.945358)  -0.39
N (-2.616877, 0.254549, 1.312939)  -0.41
H (1.218949, -2.154401, 0.520597)  0.20
H (2.181749, -1.718634, -0.727227)  0.20
H (0.457606, 1.539855, -1.461979)  0.43
H (2.718746, 0.336384, -0.193989)  0.42
H (2.778047, 1.892335, -0.902135)  0.38
H (3.078572, 0.419367, -1.812404)  0.36
H (-1.222658, -1.808455, 0.060083)  0.37
H (-1.497656, -0.502514, -1.094828)  0.42
H (-0.893107, 1.386930, 0.674541)  0.37
H (-0.653543, 0.064642, 1.960948)  0.28
H (-3.048040, 0.757988, 0.469964)  0.42
H (-3.057727, -0.713974, 1.302043)  0.37
H (-2.906820, 0.914436, 2.130028)  0.41

Force components x, y, z for each atom (eV/Å):
N -1.074 0.169 1.671
C -2.037 0.913 -0.382
C -1.793 -0.419 -0.116
N 2.741 -0.348 2.447
C 1.880 -4.308 -0.412
C -1.169 -0.288 2.882
N -1.778 2.624 -1.346
H -0.491 0.024 -0.108
H 2.400 -0.583 -1.530
H 0.213 -0.745 0.136
H 0.290 1.053 -1.392
H -0.459 -1.600 -0.753
H -0.719 0.901 0.081
H 1.179 3.402 -0.181
H -0.365 0.958 -0.087
H -0.270 -0.525 0.347
H 0.038 0.319 -1.982
H 0.038 -0.980 1.369
H 0.823 1.376 0.614
H 0.554 -1.943 -1.256

The total charge is +2. The HOMO energy is -0.620 Eh. Its frontier orbital gap is 10.22 eV. The energy comes out at -323.801490 a.u. The LUMO energy comes out at -6.659 eV. The energy relative to the best compared isomer or geometry (same formula, charge and spin) is 57.4 kcal/mol. Its SMILES is N/C(=C\[NH3+])CC[NH3+].

***

energy of number 1 (C5H10OP2)? -954.369823 a.u.